Entry 1:
# C53H72IrN9O4

A molecular structure, C53H72IrN9O4 in a non-equilibrium geometry (the ωB97M-V functional and the def2-TZVPD basis, the OMol25 dataset).

Positions of all 139 atoms, in Å:
1 C -0.68 -1.87 -2.90
2 C 0.35 -3.66 3.38
3 H -3.22 -1.19 -1.35
4 C -0.26 3.12 2.28
5 H -5.64 -1.82 -1.26
6 C 4.69 0.40 0.67
7 H 0.62 1.25 2.85
8 H 2.37 6.67 2.65
9 C 4.64 -0.92 -1.46
10 C 2.36 3.04 -1.92
11 C 5.73 1.13 0.15
12 C -0.53 4.68 0.44
13 C 2.53 -2.31 0.70
14 H -5.43 -0.21 4.29
15 N 1.69 1.38 -3.44
16 H 6.22 1.88 0.77
17 C 1.25 1.01 -2.19
18 O -2.79 2.77 0.03
19 C 1.76 1.86 0.14
20 H 1.94 4.00 -1.66
21 C 5.33 -3.27 -1.72
22 H 3.74 -2.87 -4.16
23 C -5.19 1.51 2.01
24 C -0.36 1.74 2.89
25 C 2.25 2.73 -3.41
26 C -3.49 -4.35 -0.09
27 H 0.83 3.87 3.97
28 H -3.53 -5.24 0.55
29 H -1.07 1.11 2.35
30 H -2.69 1.57 5.11
31 N -2.38 -0.70 0.94
32 H 1.05 -1.05 -3.78
33 H -0.10 -4.29 0.11
34 H -3.77 -4.12 -4.03
35 H 3.91 2.66 2.05
36 C -2.83 -3.69 -3.68
37 H -4.45 -1.56 3.72
38 H -0.52 5.87 -1.36
39 C 0.44 4.10 2.98
40 C -3.46 0.49 -2.68
41 N -2.13 -3.77 -0.09
42 N 1.61 1.96 -1.30
43 H 5.21 -3.48 -0.65
44 C -4.09 0.66 2.08
45 H -1.40 -1.16 -3.29
46 H 5.44 2.22 2.83
47 H 2.81 1.88 0.38
48 H 0.87 7.32 3.30
49 C -4.42 -0.60 4.23
50 C 5.17 -0.47 2.91
51 H 0.49 -4.35 4.20
52 H 1.15 1.83 -5.39
53 N -1.04 -2.30 -1.56
54 C 0.66 -1.26 -2.80
55 C 1.46 6.41 3.19
56 C -3.60 0.09 0.89
57 O -1.02 1.35 -0.12
58 H -4.14 1.32 -2.83
59 C -5.37 1.18 -0.33
60 H -6.00 -0.53 -2.41
61 H 1.56 3.43 -3.90
62 C -1.02 4.99 -0.96
63 C -4.29 0.31 -0.31
64 H -2.75 -2.68 -4.07
65 N 0.02 -1.88 1.26
66 Ir -0.69 -0.62 -0.28
67 C 0.68 5.36 2.44
68 H -2.02 -4.30 -4.08
69 H -3.12 2.54 3.69
70 C -1.65 2.46 0.27
71 C -2.37 -1.78 1.72
72 H -5.88 1.36 -1.27
73 N -2.85 -3.71 -2.22
74 C 5.66 -0.13 -1.92
75 C 6.18 0.91 -1.15
76 C -3.41 1.69 4.30
77 H 0.00 0.77 -4.57
78 H -4.97 -1.88 -2.90
79 H -2.09 5.17 -0.95
80 H 6.34 -2.92 -1.91
81 H -3.56 -5.68 -1.84
82 H -0.66 1.80 3.93
83 H 3.93 -1.11 -4.02
84 H 3.20 2.77 -3.92
85 H 3.40 3.01 -1.58
86 H -4.80 -4.41 -1.82
87 H 5.05 -1.49 2.53
88 H -0.60 -2.72 -3.59
89 C -3.98 -0.46 -1.59
90 C 4.30 -2.21 -2.17
91 N 2.90 -1.10 0.27
92 H 2.37 -3.80 2.66
93 C -3.77 -4.64 -1.55
94 H -4.17 -3.61 0.32
95 C -1.96 -3.21 -1.35
96 C 4.28 0.51 2.12
97 C -5.81 1.80 0.81
98 H 5.17 -4.20 -2.27
99 H 1.33 0.95 0.52
100 H 1.27 2.71 0.61
101 H -6.64 2.49 0.79
102 H 3.92 1.95 3.67
103 H 6.98 1.53 -1.55
104 H 3.33 -2.55 -1.84
105 C -3.52 0.40 3.47
106 C 1.06 0.99 -4.70
107 H -2.52 -0.04 3.38
108 C -1.01 -2.24 2.06
109 C 0.20 5.62 1.16
110 H -0.85 4.14 -1.62
111 H 1.56 0.14 -5.17
112 H -1.21 -5.12 1.21
113 H -3.36 -0.04 -3.64
114 H 3.25 0.18 2.20
115 H -2.49 0.90 -2.40
116 C -5.22 -1.21 -2.07
117 H 4.90 -0.46 3.97
118 C 1.22 -2.47 1.48
119 C 4.40 1.92 2.69
120 H 1.74 6.06 4.18
121 H -1.76 -3.34 3.70
122 H 6.10 -0.35 -2.89
123 H 6.22 -0.20 2.81
124 C -0.77 3.43 1.03
125 H 1.32 -1.99 -2.34
126 C 4.05 -0.60 -0.17
127 O 3.27 -3.28 0.69
128 H -5.57 1.96 2.92
129 C 1.40 -3.35 2.54
130 H 5.35 -2.16 -4.08
131 H 0.39 6.60 0.71
132 N 0.60 -0.11 -1.91
133 H -4.37 1.93 4.77
134 C -0.88 -3.10 3.12
135 H -1.11 -5.61 -0.49
136 C -1.07 -4.76 0.20
137 O -3.33 -2.42 2.13
138 H -4.04 -0.76 5.24
139 C 4.33 -2.07 -3.70

Properties
relative energy (zero: lowest compared OMol25 entry of this formula, charge and spin) = 0.0 kcal per mole
expectation value of S² = 0.784
E_tot = -2960.69581 Ha
HOMO-LUMO gap (alpha / beta) = 6.70 / 4.96 eV
charge = +1
multiplicity = 2
highest occupied orbital energy (alpha / beta) = -9.77 / -9.77 eV

=====

Entry 2:
# CH4N3O

2 unconnected molecules or ions with the total composition CH4N3O in a non-equilibrium geometry (the ωB97M-V functional and the def2-TZVPD basis, the OMol25 dataset).

Positions of all 9 atoms, in Å:
1 N -2.29 -0.05 0.92
2 H -2.46 -0.52 1.78
3 H 1.54 0.68 -0.72
4 H 0.90 1.30 0.82
5 N 0.84 0.66 0.01
6 O -3.69 -0.03 -0.85
7 C -0.16 -0.08 -0.07
8 H -0.36 -0.99 -0.56
9 N -3.17 -0.09 0.14

Properties
relative energy (zero: lowest compared OMol25 entry of this formula, charge and spin) = 169.9 kcal per mole
E_tot = -279.50211 Ha
HOMO-LUMO gap (alpha / beta) = 9.16 / 7.28 eV
charge = +1
highest occupied orbital energy (alpha / beta) = -13.87 / -12.75 eV

=====

Entry 3:
# C34H43AsMnN2P2S

A molecular structure, C34H43AsMnN2P2S (the ωB97M-V functional and the def2-TZVPD basis, the OMol25 dataset).

Positions of all 84 atoms, in Å:
1 C -2.28 -3.93 0.20
2 H 3.05 -0.67 0.25
3 H 0.42 -4.37 1.71
4 H -0.46 4.45 -3.27
5 C 4.26 -2.22 0.83
6 H -4.26 6.16 1.21
7 H -0.58 0.48 -2.95
8 C -0.04 4.14 -2.32
9 C 1.18 0.53 -4.16
10 H -1.36 3.17 3.76
11 C 1.25 1.30 4.80
12 H 2.24 -2.65 -0.69
13 H 3.67 -2.74 -1.72
14 H 4.01 -1.22 -3.57
15 P -1.25 -2.71 1.09
16 H -1.84 -1.18 2.85
17 H -5.93 5.12 2.69
18 H 0.68 -3.08 -3.85
19 C -0.83 3.43 -1.42
20 C -0.28 3.04 -0.19
21 C 0.96 -0.75 -2.10
22 C -1.49 -4.46 -1.01
23 H -1.85 3.18 -1.67
24 H 4.81 -1.65 1.58
25 C 2.96 -2.06 -1.26
26 Mn -0.07 -1.43 -0.49
27 C -0.35 1.68 2.57
28 H 1.18 -4.30 -2.66
29 H -3.18 -3.42 -0.12
30 C 3.01 -0.82 -3.41
31 H -3.72 1.45 2.65
32 S 1.04 -0.20 1.06
33 C 1.46 0.54 3.65
34 C -4.13 5.13 1.52
35 C -3.04 4.41 1.09
36 C 4.84 -0.44 -0.77
37 C -0.26 -3.71 2.24
38 C 1.82 4.03 -0.78
39 C -3.84 2.49 2.34
40 H 5.34 0.06 0.05
41 H -0.22 -4.60 -3.70
42 H 4.41 0.30 -1.44
43 P -0.80 -3.06 -1.96
44 H -2.52 -3.36 -3.60
45 H 0.08 2.84 5.74
46 C 2.46 0.04 -4.35
47 C -2.89 3.09 1.51
48 C -1.64 -0.42 -0.83
49 As -1.38 2.05 1.00
50 H 3.03 0.33 -5.23
51 C -2.18 -2.52 -3.00
52 H 1.46 3.00 1.07
53 C 1.28 4.44 -2.00
54 H 1.89 4.99 -2.70
55 H 0.32 -3.05 2.89
56 H -0.93 -4.31 2.85
57 H -2.97 -2.55 2.76
58 H 5.54 -1.07 -1.30
59 C -5.07 4.54 2.36
60 H 4.92 -2.94 0.36
61 C -2.40 -1.83 2.17
62 C -4.93 3.22 2.77
63 H -2.30 4.87 0.44
64 C 0.66 0.72 2.53
65 C 0.43 0.12 -3.06
66 H 1.89 1.14 5.66
67 N 3.74 -1.29 -0.21
68 H -3.07 -1.22 1.57
69 H -3.00 -2.15 -2.38
70 N -2.60 0.23 -0.74
71 H 3.42 -2.73 1.30
72 H 2.85 4.27 -0.53
73 C -0.57 2.43 3.73
74 C 0.32 -3.84 -3.16
75 H 0.74 1.22 -4.87
76 C 0.24 2.24 4.84
77 C 2.28 -1.19 -2.28
78 C 1.04 3.32 0.12
79 H 2.25 -0.20 3.63
80 H -2.57 -4.74 0.87
81 H -5.67 2.77 3.42
82 H -2.12 -5.07 -1.66
83 H -0.66 -5.09 -0.68
84 H -1.86 -1.71 -3.65

Properties
relative energy (zero: lowest compared OMol25 entry of this formula, charge and spin) = 52.7 kcal per mole
expectation value of S² = 3.819
E_tot = -5898.01224 Ha
HOMO-LUMO gap (alpha / beta) = 7.04 / 6.45 eV
charge = +2
multiplicity = 4
highest occupied orbital energy (alpha / beta) = -12.86 / -13.37 eV

=====

Entry 4:
# C20H30FN6

A gas-phase ion, C20H30FN6 (charge +1) in a non-equilibrium geometry (the ωB97M-V functional and the def2-TZVPD basis, the OMol25 dataset).

Positions of all 57 atoms, in Å:
1 N -0.18 0.42 -0.46
2 H 0.44 0.76 -2.46
3 H -3.70 -3.27 -4.39
4 H -0.31 -0.82 -2.15
5 C -5.81 -1.79 -2.21
6 H 1.74 2.28 -1.46
7 F -1.93 -1.65 -3.55
8 C 2.35 0.31 -0.76
9 H -6.05 -3.41 -3.59
10 H 3.23 -0.11 -0.27
11 C 3.83 2.03 -1.85
12 H 2.74 2.30 -0.02
13 N 2.07 0.53 2.46
14 H 5.02 -0.25 1.62
15 H 5.98 0.78 3.96
16 C -3.22 -1.65 -3.11
17 H 3.78 0.93 5.03
18 H -0.25 1.42 -0.22
19 C -3.63 -0.73 -2.14
20 C 1.24 0.72 1.41
21 H 5.80 -0.97 3.75
22 H -3.46 -0.08 0.32
23 H -5.31 -0.13 -0.97
24 C -2.64 0.41 -0.20
25 H 4.00 3.09 -1.99
26 C 1.14 -0.01 0.12
27 N -2.81 0.28 -1.62
28 C -1.71 0.83 -2.35
29 N 0.86 2.22 2.86
30 H 2.11 -0.78 4.61
31 C -4.08 -2.60 -3.64
32 H 1.09 -1.10 0.28
33 C 3.09 -0.91 4.15
34 C 4.50 0.20 2.47
35 H 3.35 -1.96 4.19
36 H 4.50 -0.51 5.77
37 N 0.49 1.78 1.67
38 H -1.31 -1.30 -0.02
39 C -4.95 -0.83 -1.70
40 C 4.16 -0.07 4.83
41 C -5.38 -2.67 -3.19
42 C 3.11 -0.44 2.69
43 H 2.26 -0.20 -1.72
44 H -1.69 1.92 -2.16
45 C 5.26 -0.02 3.78
46 H 4.38 1.26 2.28
47 H -2.63 1.47 0.08
48 H 2.92 -1.27 2.00
49 C 2.60 1.81 -0.98
50 H -1.84 0.68 -3.42
51 H -1.19 -0.12 1.32
52 C -1.32 -0.24 0.24
53 C -0.35 0.24 -1.92
54 H -6.83 -1.83 -1.85
55 H 4.71 1.60 -1.37
56 H 3.70 1.57 -2.82
57 N 1.79 1.50 3.33

Properties
relative energy (zero: lowest compared OMol25 entry of this formula, charge and spin) = 11.8 kcal per mole
E_tot = -1208.25359 Ha
HOMO-LUMO gap = 8.81 eV
SMILES = CCC[C@@H](c1nnnn1C1CCCC1)[NH+]1CCN(c2ccccc2F)CC1
charge = +1
highest occupied orbital energy = -11.11 eV

=====

Entry 5:
# C20H39HfO3P3

A molecular structure, C20H39HfO3P3 in a non-equilibrium geometry (the ωB97M-V functional and the def2-TZVPD basis, the OMol25 dataset).

Positions of all 66 atoms, in Å:
1 C 3.41 2.34 2.00
2 C 0.02 0.90 1.83
3 C 2.30 -1.13 1.39
4 H -0.93 -3.86 -2.41
5 C -2.01 -3.07 2.87
6 H -3.60 -0.84 4.06
7 H -3.83 -0.67 2.29
8 H 1.13 -2.18 -3.88
9 H 2.36 2.74 -1.68
10 C -1.74 -1.17 0.04
11 H -0.66 -0.02 4.72
12 H 1.00 -2.46 2.48
13 Hf 0.57 -0.59 0.02
14 C 0.92 -2.83 0.33
15 H -2.98 -0.23 -2.69
16 H 0.32 -1.48 4.42
17 H 0.81 -0.44 -4.11
18 H 1.12 -3.05 -1.80
19 H -0.01 2.33 -3.49
20 H 3.70 3.46 -0.72
21 H -2.58 -3.29 1.96
22 P 2.13 2.31 0.71
23 H -1.82 -3.38 -3.90
24 H -2.49 3.22 -1.29
25 H -1.86 2.66 0.27
26 C 2.81 -0.75 0.12
27 O -2.89 -1.34 -0.09
28 H 0.58 3.53 -2.30
29 H 3.67 1.70 -1.08
30 C 1.42 -2.45 -0.93
31 H 2.02 4.69 0.86
32 H 0.52 4.03 0.12
33 H 2.64 -0.64 2.30
34 C -0.29 2.91 -2.60
35 H -1.26 -1.64 5.25
36 H 4.12 1.51 1.86
37 C 1.27 3.89 0.91
38 H -2.63 -0.90 -4.31
39 O -0.03 1.06 -1.14
40 P -1.56 -1.30 2.87
41 H 2.92 2.23 2.98
42 C 2.32 -1.37 -1.05
43 H -0.14 -1.66 -5.04
44 C 0.35 -1.44 -4.08
45 H -2.74 1.53 -0.81
46 H -2.64 -3.28 3.75
47 H -2.98 0.61 3.21
48 H 3.61 -0.01 0.03
49 C -0.70 -1.09 4.47
50 C -2.03 2.36 -0.78
51 H 3.94 3.30 1.96
52 P -0.90 -1.46 -2.74
53 C -3.15 -0.47 3.13
54 H -1.11 3.59 -2.86
55 O -0.41 1.69 2.58
56 C -0.75 2.06 -1.48
57 C -1.63 -3.13 -2.85
58 H -1.11 -3.69 2.89
59 C -2.20 -0.40 -3.44
60 H -2.57 -3.15 -2.28
61 H 2.68 -1.04 -2.02
62 H 0.19 -3.63 0.41
63 H -1.78 0.57 -3.75
64 H 0.77 3.91 1.89
65 C 1.37 -2.17 1.49
66 C 3.06 2.58 -0.85

Properties
relative energy (zero: lowest compared OMol25 entry of this formula, charge and spin) = 0.0 kcal per mole
E_tot = -2081.69016 Ha
HOMO-LUMO gap (alpha / beta) = 5.19 / 5.19 eV
charge = +4
highest occupied orbital energy (alpha / beta) = -20.19 / -20.19 eV

=====

Entry 6:
# C18H39NO2OsP2Si

A molecular structure, C18H39NO2OsP2Si in a non-equilibrium geometry (the ωB97M-V functional and the def2-TZVPD basis, the OMol25 dataset).

Positions of all 64 atoms, in Å:
1 Si -1.77 2.05 1.92
2 O 2.54 0.80 -0.60
3 C 0.18 -4.98 -2.42
4 H -4.01 2.31 2.89
5 C -0.97 -5.62 -1.85
6 C -1.90 2.05 -2.16
7 C -1.77 -4.96 -0.92
8 H 0.22 2.68 3.34
9 C 2.86 2.80 -1.72
10 H 1.90 0.83 3.13
11 H 3.42 -2.02 0.52
12 H -2.72 -1.05 -1.88
13 H -0.85 1.54 4.18
14 C 3.31 -1.31 1.34
15 C -0.83 2.39 3.50
16 P 1.55 -1.07 1.68
17 H -2.76 -0.28 -3.49
18 C 0.18 0.70 -3.65
19 C -3.50 1.53 2.32
20 H 0.48 -0.13 3.62
21 Os 0.07 0.02 -0.34
22 H -1.26 2.91 -1.94
23 H -1.99 4.46 1.62
24 C 1.51 -0.18 3.25
25 H 1.40 -3.05 3.06
26 H 1.24 -3.45 1.32
27 H -4.08 1.33 1.41
28 C -2.11 -0.72 -2.73
29 C -0.34 -3.00 -1.05
30 O -1.20 0.73 1.15
31 H 3.52 2.34 1.18
32 H 3.90 2.49 -1.70
33 H 1.02 1.37 -3.44
34 H 2.36 2.44 -2.61
35 H -1.33 3.23 4.00
36 H 2.13 -0.73 3.97
37 H -0.41 1.10 -4.49
38 C 0.96 -2.74 2.10
39 H 0.04 1.51 -0.49
40 H -2.09 -3.10 0.23
41 H -2.67 -5.47 -0.49
42 C 2.36 2.06 -0.49
43 C 0.49 -3.68 -2.01
44 H -1.59 -1.58 -3.15
45 P -0.89 0.55 -2.19
46 H -2.37 2.17 -3.14
47 H 3.80 -1.70 2.24
48 H -3.50 0.61 2.91
49 N -0.07 -1.74 -0.72
50 C -1.75 3.64 0.93
51 C 2.54 2.71 0.86
52 H -0.14 -2.73 2.19
53 H 0.80 -5.47 -3.14
54 H 3.75 -0.36 1.04
55 H 0.57 -0.29 -3.92
56 H 2.75 3.86 -1.64
57 H -1.20 -6.63 -2.18
58 H 1.75 2.38 1.53
59 H 1.35 -3.12 -2.39
60 H -2.67 1.97 -1.38
61 H -0.78 3.86 0.48
62 H -2.50 3.65 0.13
63 H 2.50 3.81 0.79
64 C -1.48 -3.69 -0.51

Properties
relative energy (zero: lowest compared OMol25 entry of this formula, charge and spin) = 49.1 kcal per mole
expectation value of S² = 6.066
E_tot = -1977.20989 Ha
HOMO-LUMO gap (alpha / beta) = 4.61 / 5.07 eV
multiplicity = 5
highest occupied orbital energy (alpha / beta) = -4.18 / -7.38 eV

=====

Entry 7:
# C7H17NSi

A single C7H17NSi molecule in a non-equilibrium geometry (the ωB97M-V functional and the def2-TZVPD basis, the OMol25 dataset).

Positions of all 26 atoms, in Å:
1 H 1.88 1.34 1.82
2 H 2.39 2.67 0.68
3 C -1.96 0.62 -1.30
4 N -1.93 0.12 0.07
5 H -3.77 -0.90 -0.06
6 H 2.98 -0.30 0.38
7 H 2.44 -2.29 -1.06
8 Si -0.38 -0.32 0.74
9 C 2.26 -0.09 -0.44
10 H 0.58 2.46 1.24
11 H -3.85 0.54 0.60
12 H 1.33 -1.43 -1.92
13 H 0.77 1.31 -1.12
14 C 0.81 -1.76 0.35
15 H -1.00 0.67 -1.62
16 H -3.20 -0.80 1.64
17 C -3.22 -0.34 0.62
18 C 1.22 0.94 -0.16
19 H -0.39 0.03 2.24
20 H 0.41 -2.81 0.42
21 H 1.42 -1.79 1.25
22 C 1.78 -1.45 -0.84
23 H -2.53 1.53 -1.41
24 H -2.52 -0.15 -1.77
25 H 2.94 0.20 -1.25
26 C 1.53 2.00 0.90

Properties
relative energy (zero: lowest compared OMol25 entry of this formula, charge and spin) = 55.6 kcal per mole
E_tot = -621.08677 Ha
HOMO-LUMO gap = 8.94 eV
SMILES = C[C@H]1CCC[Si@@H]1N(C)C
highest occupied orbital energy = -8.04 eV

=====

Among the records above, which one has the highest E_tot?
CH4N3O

=====

Among the records above, which one has the highest relative energy (zero: lowest compared OMol25 entry of this formula, charge and spin)?
CH4N3O

=====

Look up the relative energy (zero: lowest compared OMol25 entry of this formula, charge and spin) of the first one.
0.0 kcal per mole

=====

Repeat the second record exactly.
# CH4N3O

2 unconnected molecules or ions with the total composition CH4N3O in a non-equilibrium geometry (the ωB97M-V functional and the def2-TZVPD basis, the OMol25 dataset).

Positions of all 9 atoms, in Å:
1 N -2.29 -0.05 0.92
2 H -2.46 -0.52 1.78
3 H 1.54 0.68 -0.72
4 H 0.90 1.30 0.82
5 N 0.84 0.66 0.01
6 O -3.69 -0.03 -0.85
7 C -0.16 -0.08 -0.07
8 H -0.36 -0.99 -0.56
9 N -3.17 -0.09 0.14

Properties
relative energy (zero: lowest compared OMol25 entry of this formula, charge and spin) = 169.9 kcal per mole
E_tot = -279.50211 Ha
HOMO-LUMO gap (alpha / beta) = 9.16 / 7.28 eV
charge = +1
highest occupied orbital energy (alpha / beta) = -13.87 / -12.75 eV